This record from the OMol25 dataset describes a molecular structure, C30H29Br2FMnN6O3. The level of theory is ωB97M-V/def2-TZVPD.

Each line ends with the Löwdin charge.
Cartesian coordinates (Å):
Mn -1.890 -0.315 -2.509  0.667
Br -7.062 -0.551 -6.708  0.845
C -5.578 -0.524 -5.570  -0.666
C -4.824 -1.671 -5.371  -0.069
C -3.738 -1.597 -4.519  -0.071
N -3.388 -0.475 -3.894  0.015
C -4.130 0.628 -4.080  -0.166
C -5.233 0.649 -4.915  -0.031
C -3.659 1.801 -3.300  -0.156
C -4.273 3.041 -3.340  -0.029
C -3.746 4.061 -2.561  -0.666
Br -4.544 5.753 -2.581  0.843
C -2.631 3.818 -1.774  -0.074
C -2.083 2.550 -1.795  -0.069
N -2.578 1.559 -2.538  0.036
H -5.076 -2.602 -5.856  0.116
H -3.132 -2.472 -4.321  0.129
H -5.824 1.541 -5.058  0.110
H -5.143 3.225 -3.951  0.111
H -2.200 4.592 -1.158  0.113
H -1.213 2.309 -1.198  0.123
F 4.101 0.172 0.584  0.078
C 2.918 -0.087 1.174  -0.186
C 1.800 -0.157 0.402  0.092
C 0.559 -0.469 0.968  -0.041
C -0.610 -0.536 0.094  -0.265
O -0.449 -0.322 -1.142  -0.077
C -1.835 -0.829 0.728  -0.010
C -1.837 -1.052 2.078  0.059
N -0.771 -1.020 2.898  0.048
C -1.057 -1.397 4.285  -0.214
C -0.516 -0.719 5.501  -0.069
C -0.151 -2.159 5.195  -0.070
C 0.472 -0.707 2.350  -0.085
C 1.637 -0.580 3.125  0.061
C 2.867 -0.290 2.564  -0.133
N 3.993 -0.199 3.425  -0.099
C 4.345 -1.388 4.195  -0.117
C 4.804 -0.936 5.588  -0.064
N 5.311 0.479 5.468  0.056
C 6.131 0.638 4.220  -0.068
C 5.196 0.514 3.005  -0.129
C -3.182 -0.998 0.037  -0.570
O -4.158 -1.158 0.742  0.076
O -3.180 -0.991 -1.250  -0.087
H 1.868 0.002 -0.665  0.142
H -2.793 -1.293 2.526  0.149
H -2.095 -1.683 4.340  0.149
H -1.217 -0.527 6.300  0.112
H 0.231 0.051 5.381  0.092
H -0.615 -2.937 5.783  0.113
H 0.851 -2.396 4.873  0.084
H 1.594 -0.677 4.195  0.088
H 5.133 -1.964 3.695  0.141
H 3.486 -2.045 4.296  0.127
H 5.623 -1.539 5.977  0.140
H 3.994 -0.921 6.315  0.137
H 5.843 0.742 6.297  0.189
H 4.503 1.101 5.401  0.184
H 6.884 -0.146 4.255  0.140
H 6.631 1.603 4.256  0.141
H 5.746 0.009 2.207  0.132
H 4.915 1.502 2.644  0.140
C 0.344 -0.026 -7.370  -0.078
C 1.089 0.046 -6.034  -0.193
C 0.166 -0.016 -4.899  -0.094
N -0.576 -0.083 -4.030  0.160
H 1.067 -0.027 -8.183  0.085
H -0.313 0.832 -7.495  0.084
H -0.249 -0.936 -7.438  0.083
H 1.655 0.975 -5.940  0.127
H 1.798 -0.776 -5.921  0.127

Values from the calculation:
**F_max**: 0.3 eV/A
**Charge**: +2
**Spin multiplicity**: 2
**HOMO energy (alpha / beta)**: -12.52 / -11.96 eV